45
Properties=species:S:1:pos:R:3:forces:R:3 method="wB97M-V/def2-TZVPD" lumo_energy_ev="-7.878 / -8.186" e_above_lowest_kcal_mol=0.00 total_charge=+2 multiplicity=3
W -0.18810 0.75729 -0.92428 -2.16 0.84 0.03
Br 0.44965 3.85545 5.93904 0.01 0.04 0.09
O 1.27655 1.23058 -2.22329 0.09 -0.42 0.29
O 0.27740 2.16935 0.19103 0.16 0.58 0.45
O 0.46579 -0.78923 -2.00050 0.52 0.09 0.38
N -1.05338 0.09615 0.87901 -0.19 -0.59 -0.21
N -2.10058 0.02848 -1.48017 0.14 0.08 0.32
C 2.85775 -0.54501 -1.79372 0.05 0.00 -0.29
C 0.91458 4.14558 3.15486 0.06 0.09 -0.12
C -2.68434 0.18763 -2.66126 0.02 -0.01 0.00
C -0.23943 1.73826 2.45708 -0.15 -0.22 0.31
C 0.37847 3.32010 4.14960 0.05 0.09 -0.01
C 4.33990 -2.40246 -1.49002 0.03 0.02 0.01
C 0.31407 2.57009 1.49073 0.14 -0.24 -0.64
C 5.39790 -1.50154 -1.37505 0.02 -0.02 0.00
C -3.97372 -2.80378 -0.04301 -0.04 -0.03 0.01
C -3.32245 -2.90567 1.15513 0.06 0.04 0.04
C 0.88823 3.77394 1.82009 0.17 0.33 0.20
C 3.92352 0.35853 -1.68924 0.08 0.06 -0.03
C -4.20441 -1.59879 -2.22813 -0.09 -0.10 0.01
C 1.54787 -0.03641 -2.04751 1.21 -0.60 -1.13
C -0.20446 2.12616 3.80841 -0.06 -0.13 -0.01
C -1.95944 -0.99699 0.64406 0.15 0.24 0.16
C -2.56654 -0.93180 -0.61460 0.04 0.16 -0.20
C 5.19344 -0.12638 -1.46930 0.07 -0.05 0.02
C 3.06185 -1.92940 -1.69622 0.03 -0.03 0.03
C -0.92539 0.55556 2.08635 -0.15 -0.02 0.38
C -3.60100 -1.79820 -0.96494 -0.17 -0.13 -0.17
C -3.76221 -0.60103 -3.05827 -0.05 0.00 -0.09
C -2.30849 -1.98780 1.51380 -0.06 -0.22 0.17
H -1.81937 -2.08908 2.47587 -0.04 0.00 -0.04
H -3.58978 -3.68871 1.85130 0.01 0.02 0.00
H 6.02861 0.55503 -1.38279 -0.01 -0.02 0.00
H -2.27603 0.94432 -3.31603 0.04 0.08 -0.05
H -1.44267 0.01838 2.87728 -0.02 0.05 0.04
H 1.35810 5.09208 3.43539 0.00 -0.02 0.01
H 6.40080 -1.87830 -1.21686 -0.03 0.00 0.00
H -4.77065 -3.48989 -0.29966 0.02 0.01 0.00
H -5.02306 -2.24017 -2.53450 0.03 0.01 0.02
H 2.22674 -2.60923 -1.79792 0.00 0.01 0.00
H 3.74351 1.42055 -1.78845 -0.01 -0.01 0.00
H -0.63936 1.48973 4.56988 0.01 0.01 -0.04
H 1.30070 4.40906 1.04764 0.00 -0.01 0.04
H -4.21316 -0.42603 -4.02443 0.00 -0.01 0.02
H 4.52257 -3.46643 -1.42641 0.01 0.03 0.01